{
  "formula": "C74H138F30N12O24S10",
  "method": "the ωB97M-V functional and the def2-TZVPD basis",
  "elements": ["C", "C", "C", "C", "N", "C", "C", "C", "C", "C", "C", "C", "H", "H", "H", "H", "H", "H", "H", "H", "H", "H", "H", "H", "H", "H", "H", "H", "H", "H", "H", "H", "H", "H", "H", "H", "C", "C", "C", "C", "N", "C", "C", "C", "C", "C", "C", "C", "H", "H", "H", "H", "H", "H", "H", "H", "H", "H", "H", "H", "H", "H", "H", "H", "H", "H", "H", "H", "H", "H", "H", "H", "C", "C", "C", "C", "N", "C", "C", "C", "C", "C", "C", "C", "H", "H", "H", "H", "H", "H", "H", "H", "H", "H", "H", "H", "H", "H", "H", "H", "H", "H", "H", "H", "H", "H", "H", "H", "C", "C", "C", "O", "C", "N", "H", "H", "H", "H", "H", "H", "H", "H", "H", "H", "H", "H", "C", "C", "C", "C", "C", "C", "N", "O", "C", "C", "C", "H", "H", "H", "H", "H", "H", "H", "H", "H", "H", "H", "H", "H", "H", "H", "H", "H", "H", "C", "C", "C", "C", "C", "C", "N", "O", "C", "C", "C", "H", "H", "H", "H", "H", "H", "H", "H", "H", "H", "H", "H", "H", "H", "H", "H", "H", "H", "C", "C", "C", "C", "C", "C", "N", "O", "C", "C", "C", "H", "H", "H", "H", "H", "H", "H", "H", "H", "H", "H", "H", "H", "H", "H", "H", "H", "H", "C", "F", "F", "F", "S", "O", "O", "N", "S", "O", "O", "C", "F", "F", "F", "C", "F", "F", "F", "S", "O", "O", "N", "S", "O", "O", "C", "F", "F", "F", "C", "F", "F", "F", "S", "O", "O", "N", "S", "O", "O", "C", "F", "F", "F", "C", "F", "F", "F", "S", "O", "O", "N", "S", "O", "O", "C", "F", "F", "F", "C", "F", "F", "F", "S", "O", "O", "N", "S", "O", "O", "C", "F", "F", "F"],
  "coordinates": [[-1.37635, -4.26929, -2.31110], [-0.59089, -3.01787, -2.26826], [-0.76992, -2.30915, -0.95710], [-1.32335, -0.85588, -1.19105], [-1.33213, 0.06958, -0.00626], [-1.56127, -0.63186, 1.26886], [-1.82443, 0.44091, 2.31277], [-2.63125, 1.45284, 1.49499], [-2.50411, 1.03904, 0.02126], [-0.08592, 0.97081, 0.08989], [1.19361, 0.17670, 0.28658], [2.36623, 1.15697, 0.20965], [-2.46421, -4.08007, -2.20942], [-1.09602, -5.00819, -1.54527], [-1.24868, -4.78863, -3.26723], [-0.88531, -2.41162, -3.11003], [0.47210, -3.28194, -2.33691], [0.14901, -2.25478, -0.38235], [-1.45635, -2.84405, -0.30129], [-2.38631, -0.92468, -1.43750], [-0.93772, -0.33540, -2.04562], [-0.73622, -1.29688, 1.49668], [-2.42238, -1.29245, 1.10102], [-0.92367, 0.89137, 2.73364], [-2.43254, 0.07621, 3.13707], [-2.26301, 2.46296, 1.67852], [-3.68287, 1.39843, 1.74771], [-2.37320, 1.84826, -0.71185], [-3.35368, 0.41229, -0.30573], [-0.31301, 1.67659, 0.90502], [-0.00535, 1.60727, -0.80221], [1.30243, -0.55118, -0.52009], [1.15102, -0.44165, 1.21116], [3.33632, 0.67656, 0.34062], [2.25575, 1.97877, 0.96548], [2.50440, 1.71357, -0.69806], [5.32567, -7.63869, -11.16191], [4.86700, -7.30114, -9.77147], [4.63858, -5.75991, -9.58533], [4.10233, -5.40763, -8.20694], [4.22231, -3.97964, -7.75387], [3.85245, -2.89310, -8.71195], [5.13266, -2.05126, -8.99047], [5.97171, -2.24499, -7.70869], [5.69751, -3.73968, -7.43330], [3.42034, -3.84170, -6.45543], [1.90301, -3.75877, -6.68411], [1.14009, -4.29067, -5.45368], [4.76786, -7.13413, -11.92796], [5.15119, -8.65685, -11.42243], [6.33267, -7.32190, -11.30840], [5.60790, -7.67386, -9.05723], [3.91177, -7.77603, -9.50056], [3.91940, -5.39489, -10.33478], [5.58567, -5.25988, -9.91109], [4.69584, -6.05333, -7.54958], [3.04324, -5.66108, -8.05072], [3.05785, -2.31757, -8.23023], [3.43507, -3.29800, -9.65037], [4.81813, -1.00330, -9.18934], [5.70665, -2.51100, -9.80576], [5.59174, -1.60753, -6.88702], [7.02818, -2.05169, -7.97980], [5.90323, -3.91266, -6.36891], [6.26634, -4.40095, -8.08956], [3.83528, -3.00021, -5.88834], [3.69278, -4.74155, -5.88645], [1.60868, -4.30478, -7.57181], [1.63038, -2.71445, -6.83501], [0.07737, -4.02238, -5.49811], [1.62667, -3.98178, -4.50510], [1.21049, -5.37042, -5.36458], [-1.89035, 4.65576, -0.78140], [-3.38935, 4.57101, -0.84955], [-4.00114, 5.36518, -1.99758], [-3.35688, 4.98641, -3.31307], [-4.21509, 5.20629, -4.58277], [-4.34818, 6.68105, -4.82258], [-5.81131, 6.97234, -5.01039], [-6.49448, 5.90289, -4.24473], [-5.65492, 4.70182, -4.48097], [-3.50859, 4.57215, -5.81757], [-3.44823, 3.01885, -5.78578], [-3.37169, 2.26882, -7.12912], [-1.53007, 4.18053, 0.12607], [-1.55217, 5.68298, -0.85507], [-1.51221, 4.06760, -1.60980], [-3.88100, 4.98732, 0.05018], [-3.72603, 3.51736, -0.93013], [-3.86790, 6.42808, -1.85322], [-5.08188, 5.28435, -1.93328], [-3.21940, 3.91852, -3.29253], [-2.45121, 5.50297, -3.60893], [-3.74957, 6.95020, -5.67747], [-3.96180, 7.17005, -3.94541], [-6.05259, 6.93384, -6.06277], [-6.03809, 7.96902, -4.61386], [-7.52294, 5.76943, -4.54923], [-6.55135, 6.12405, -3.20022], [-5.84991, 4.35829, -5.47897], [-5.73917, 3.88644, -3.75178], [-2.55000, 5.09582, -5.97893], [-4.16329, 4.83978, -6.63511], [-4.25276, 2.51903, -5.25469], [-2.56371, 2.81221, -5.21327], [-4.14843, 2.58521, -7.84725], [-3.58428, 1.22494, -6.91160], [-2.37013, 2.32638, -7.57401], [2.37681, 5.53478, 0.53379], [2.45539, 6.95020, 1.04159], [1.30508, 7.80328, 0.46933], [1.43348, 7.78473, -0.92837], [0.65550, 8.88267, -1.50673], [2.49083, 6.99635, 2.52993], [2.42011, 7.96708, 2.82730], [1.74938, 6.37861, 2.95327], [3.37041, 6.51628, 2.78179], [2.17303, 5.68030, -0.54422], [1.50927, 4.93366, 0.82363], [3.32205, 5.01166, 0.72103], [3.40535, 7.38726, 0.68929], [1.36836, 8.82334, 0.86926], [0.32464, 7.42116, 0.68319], [-0.41656, 8.79472, -1.21688], [0.75933, 8.74279, -2.56007], [1.02533, 9.84031, -1.12160], [0.71680, -6.25419, 1.30955], [1.80623, -6.55012, 0.26948], [3.23038, -5.83524, 0.39101], [4.03352, -6.34839, 1.55184], [4.26089, -7.84832, 1.24553], [2.96654, -8.69194, 1.44813], [1.97308, -8.03780, 0.45571], [1.47268, -8.73920, -0.44167], [2.21207, -8.71048, 2.76547], [3.32949, -10.14460, 0.92368], [1.37559, -6.26045, -1.13237], [-0.03907, -7.07277, 1.36155], [0.09044, -5.44886, 0.92242], [1.01224, -6.11354, 2.32512], [3.01168, -4.75300, 0.51830], [3.73951, -6.01526, -0.58233], [3.33048, -6.26517, 2.37172], [4.92270, -5.75064, 1.73410], [5.01188, -8.26509, 1.91335], [4.64032, -8.01300, 0.22177], [1.10216, -8.79757, 2.72655], [2.32502, -7.83353, 3.36073], [2.51007, -9.55770, 3.39661], [4.24382, -10.32635, 1.46184], [3.46888, -10.25353, -0.13856], [2.66466, -10.97069, 1.14832], [1.96686, -6.91355, -1.76477], [1.54594, -5.20564, -1.41087], [0.32447, -6.53632, -1.31588], [4.73068, -2.27348, 2.47218], [5.11999, -1.19668, 3.40236], [4.19010, 0.05529, 3.31887], [4.49722, 1.12172, 4.37699], [4.22745, 0.49251, 5.71865], [5.18056, -0.69480, 6.03573], [5.27057, -1.74608, 4.86452], [5.62614, -2.83054, 5.09269], [4.65481, -1.41228, 7.28864], [6.64189, -0.20352, 6.30467], [6.61198, -0.84602, 3.10324], [5.09466, -1.93602, 1.47432], [3.65827, -2.44434, 2.44291], [5.29018, -3.19212, 2.62620], [3.12847, -0.11636, 3.31125], [4.55381, 0.47909, 2.36250], [3.78372, 1.92925, 4.22562], [5.54287, 1.44384, 4.18961], [3.21245, 0.09308, 5.69676], [4.31617, 1.19613, 6.55384], [4.48065, -0.53454, 7.95718], [5.43121, -2.00697, 7.80530], [3.74639, -1.99521, 7.16760], [6.69309, 0.09451, 7.35300], [7.06926, 0.63024, 5.68912], [7.29374, -1.05249, 6.13481], [6.74483, -0.91427, 2.03372], [7.24850, -1.56382, 3.59949], [6.94769, 0.12944, 3.43512], [-4.82909, 4.89229, 4.13057], [-4.61608, 3.86436, 5.25235], [-3.60591, 2.74342, 4.65586], [-3.20532, 1.83114, 5.83700], [-2.39818, 2.65493, 6.88998], [-3.30750, 3.75065, 7.48952], [-4.06724, 4.52688, 6.43023], [-4.03008, 5.74759, 6.49580], [-2.52950, 4.80082, 8.29103], [-4.44322, 3.16192, 8.39238], [-5.97035, 3.17326, 5.64926], [-4.90547, 4.34793, 3.16953], [-3.88937, 5.44916, 4.00415], [-5.66063, 5.60070, 4.17501], [-2.70521, 3.21343, 4.30963], [-4.22752, 2.23882, 3.95758], [-2.62401, 0.97781, 5.48984], [-4.15173, 1.49651, 6.24790], [-1.70821, 3.20750, 6.23958], [-1.94370, 2.10196, 7.77417], [-1.63615, 5.21118, 7.82212], [-2.22093, 4.39668, 9.26899], [-3.24128, 5.57241, 8.59311], [-4.23189, 3.35352, 9.44631], [-4.55664, 2.05627, 8.32331], [-5.48251, 3.58433, 8.27365], [-6.48293, 2.97441, 4.67954], [-6.66660, 3.80790, 6.18928], [-5.85121, 2.22622, 6.18162], [1.42432, 3.43287, 5.92393], [1.31908, 2.08885, 6.05751], [0.52670, 3.96486, 6.77956], [2.67565, 3.78602, 6.37476], [1.11746, 3.92600, 4.08968], [2.30147, 3.80622, 3.31779], [0.02848, 3.17364, 3.72852], [0.92423, 5.44745, 4.26434], [-0.50848, 6.12591, 4.49454], [-1.06599, 6.82222, 3.31881], [-1.52046, 5.34930, 5.28790], [0.15038, 7.55961, 5.62945], [1.18971, 8.16487, 5.14411], [-0.88999, 8.33290, 5.84798], [0.51930, 7.03803, 6.78600], [0.67147, 0.08327, -4.30321], [1.74896, -0.00809, -5.10864], [-0.16066, -0.91055, -4.73323], [1.05365, -0.26063, -3.05888], [-0.08524, 1.74383, -4.46260], [-0.19973, 2.12054, -5.84289], [-1.21688, 1.68209, -3.62510], [1.23459, 2.45208, -3.83399], [1.22829, 3.82337, -3.07883], [0.13132, 4.66767, -3.43639], [1.45299, 3.60843, -1.67529], [2.85065, 4.56235, -3.79916], [3.04011, 5.75783, -3.23063], [3.91778, 3.75094, -3.41361], [2.84523, 4.62225, -5.11193], [-5.91379, -1.92432, -4.24761], [-6.90308, -1.13615, -4.61401], [-6.33728, -2.74853, -3.29442], [-5.60033, -2.63680, -5.39246], [-4.39224, -1.05629, -3.72300], [-3.47398, -2.04555, -3.24782], [-3.95238, -0.22683, -4.82972], [-5.03575, -0.18206, -2.48388], [-5.40723, 1.29326, -2.58770], [-4.29103, 2.21873, -2.59966], [-6.51445, 1.60178, -3.49499], [-6.30306, 1.48630, -0.92769], [-5.50310, 1.05866, 0.09037], [-6.42657, 2.84541, -0.73036], [-7.43085, 0.77824, -0.87908], [-5.75649, -0.79422, 3.23119], [-6.54329, 0.08434, 3.84119], [-6.40532, -1.22431, 2.12861], [-4.62188, -0.09650, 2.75844], [-5.22597, -2.30087, 4.22928], [-4.16697, -1.75284, 4.99496], [-6.35068, -2.93802, 4.79861], [-4.80592, -3.17177, 2.97754], [-3.43902, -3.92200, 2.81584], [-2.36318, -3.15665, 2.09163], [-3.06970, -4.67832, 3.98647], [-4.11681, -5.14413, 1.60859], [-5.06791, -5.90099, 2.07276], [-4.55338, -4.51154, 0.46923], [-3.12536, -5.97807, 1.27510], [-0.18316, -5.95926, 4.75421], [-0.57758, -5.71361, 3.52881], [-0.93799, -5.35276, 5.62257], [-0.28677, -7.31536, 4.87765], [1.56188, -5.34383, 5.05622], [1.95257, -5.80691, 6.36692], [2.39365, -5.82328, 3.96215], [1.17214, -3.83758, 5.04732], [1.55303, -2.61565, 4.28646], [2.74623, -1.96243, 4.87758], [1.56854, -2.67066, 2.83262], [0.13785, -1.47359, 4.89891], [-1.00350, -1.90309, 4.33547], [0.03619, -1.53357, 6.23286], [0.36488, -0.26146, 4.44777]],
  "total_charge": 2,
  "max_force_ev_per_a": 5.33,
  "lumo_ev": -5.9662,
  "e_homo_ev": -11.374,
  "e_tot_ha": -12342.1301,
  "mol_weight_g_mol": 2470.59,
  "gap_ev": 5.408
}